<1>
Formula: C5H13NO2
Source: the Open Molecules 2025 dataset
Level of theory: the ωB97M-V functional and the def2-TZVPD basis

Geometry as ORCA input:
```
! RIJCOSX wB97M-V def2-TZVPD def2/J DEFGRID3
* xyz 0 1
N 1.695 1.641 0.110
C 0.777 0.535 0.413
C 0.762 0.360 1.987
O 0.169 -0.856 2.113
C 0.772 -0.749 -0.359
C -0.339 -0.791 -1.454
C -1.865 -0.472 -0.939
O -2.358 0.669 -1.501
H 1.484 2.040 -0.735
H 2.649 1.325 0.206
H -0.254 1.018 0.247
H 1.724 0.227 2.476
H 0.044 1.104 2.400
H -0.862 -0.959 2.265
H 1.751 -0.998 -0.718
H 0.740 -1.566 0.409
H -0.118 -0.198 -2.286
H -0.576 -1.901 -1.802
H -2.633 -1.341 -0.995
H -1.828 -0.368 0.070
H -1.733 1.281 -1.907
*
```

* structure (SMILES): N[C@H](CO)CCCO
* LUMO: 0.8 eV
* gap between HOMO and LUMO: 9.868 eV
* M: 119.16 g mol⁻¹

<2>
Formula: C5H13NO2
Source: the Open Molecules 2025 dataset
Level of theory: the ωB97M-V functional and the def2-TZVPD basis

Geometry as ORCA input:
```
! RIJCOSX wB97M-V def2-TZVPD def2/J DEFGRID3
* xyz 0 1
O -2.789 -2.542 0.037
C -1.654 -1.662 0.026
C -0.699 -1.703 -1.160
C 0.256 -0.424 -1.240
N 0.569 0.051 0.106
C 0.359 1.471 0.360
C 1.401 1.951 1.352
O 2.834 2.010 1.141
H -3.387 -1.837 0.319
H -1.146 -1.794 1.093
H -1.928 -0.617 0.150
H -1.215 -1.598 -2.094
H 0.022 -2.504 -1.290
H -0.172 0.390 -1.872
H 1.095 -0.933 -1.766
H 1.416 -0.376 0.463
H -0.655 1.689 0.699
H 0.229 2.002 -0.648
H 1.317 1.205 2.173
H 1.165 2.866 1.900
H 2.984 2.354 0.253
*
```

* structure (SMILES): OCCCNCCO
* LUMO: 0.8 eV
* gap between HOMO and LUMO: 9.330 eV
* M: 119.16 g mol⁻¹

<3>
Formula: C5H13NO2
Source: the Open Molecules 2025 dataset
Level of theory: the ωB97M-V functional and the def2-TZVPD basis

Geometry as ORCA input:
```
! RIJCOSX wB97M-V def2-TZVPD def2/J DEFGRID3
* xyz 0 1
C -0.604 2.668 0.301
C 0.496 1.619 0.159
C 0.236 0.375 1.005
N -0.876 -0.430 0.545
C -0.642 -1.239 -0.602
O -0.689 -0.513 -1.793
C 1.018 -1.882 -0.561
O 1.148 -2.907 0.395
H -0.415 3.519 -0.353
H -0.669 3.026 1.329
H -1.569 2.241 0.031
H 1.450 2.045 0.481
H 0.599 1.327 -0.887
H 1.139 -0.353 0.848
H 0.039 0.656 2.042
H -1.214 -1.007 1.306
H -1.360 -2.074 -0.601
H -1.508 0.000 -1.806
H 1.080 -2.276 -1.582
H 1.906 -1.252 -0.514
H 0.436 -3.542 0.258
*
```

* structure (SMILES): CCCN[C@@H](O)CO
* LUMO: 0.8 eV
* gap between HOMO and LUMO: 9.535 eV
* M: 119.16 g mol⁻¹

Quick one: most stable of them? <3>

<1>
Formula: C5H13NO2
Source: the Open Molecules 2025 dataset
Level of theory: the ωB97M-V functional and the def2-TZVPD basis

Geometry as ORCA input:
```
! RIJCOSX wB97M-V def2-TZVPD def2/J DEFGRID3
* xyz 0 1
C -0.990 -2.689 0.037
C -0.193 -1.708 -0.361
C -0.706 -0.646 -1.295
N 0.243 0.338 -1.794
C 0.317 1.552 -1.129
C 1.476 2.207 -0.918
H -0.891 -3.450 0.800
H -1.988 -2.770 -0.404
H 0.795 -1.557 0.063
H -1.018 -1.190 -2.202
H -1.580 -0.151 -0.876
H 1.015 0.081 -2.384
H -0.616 1.896 -0.702
H 2.460 1.771 -0.973
H 1.359 3.199 -0.506
O 1.499 0.493 1.805
H 1.226 0.246 2.699
H 1.574 1.414 1.624
O -1.424 0.692 2.164
H -1.745 0.020 2.771
H -0.813 0.250 1.580
*
```

* structure (SMILES): C=CCNC=C.O.O
* LUMO: 0.7 eV
* gap between HOMO and LUMO: 8.747 eV
* M: 119.16 g mol⁻¹

<2>
Formula: C5H13NO2
Source: the Open Molecules 2025 dataset
Level of theory: the ωB97M-V functional and the def2-TZVPD basis

Geometry as ORCA input:
```
! RIJCOSX wB97M-V def2-TZVPD def2/J DEFGRID3
* xyz 0 1
C -1.931 -1.983 1.711
C -1.209 -1.299 0.829
C 0.118 -0.670 1.198
C 0.495 0.437 0.175
N 0.290 0.099 -1.241
C 1.864 1.042 0.450
O 1.895 2.420 0.010
H -2.950 -2.293 1.494
H -1.629 -2.132 2.737
H -1.591 -1.141 -0.166
H 0.896 -1.435 1.170
H 0.166 -0.188 2.171
H -0.243 1.198 0.397
H 0.983 0.638 -1.744
H 0.397 -0.888 -1.450
H 2.160 0.955 1.496
H 2.598 0.523 -0.173
H 2.058 2.948 0.799
O -1.713 0.761 -3.516
H -1.194 -0.029 -3.716
H -1.463 1.037 -2.630
*
```

* structure (SMILES): C=CC[C@H](N)CO.O
* LUMO: 0.7 eV
* gap between HOMO and LUMO: 10.396 eV
* M: 119.16 g mol⁻¹

Quick one: most stable of them? <2>

<1>
Formula: C5H13NO2
Source: the Open Molecules 2025 dataset
Level of theory: the ωB97M-V functional and the def2-TZVPD basis

Geometry as ORCA input:
```
! RIJCOSX wB97M-V def2-TZVPD def2/J DEFGRID3
* xyz 0 1
C -1.713 0.485 1.373
C -1.282 0.222 0.136
N -1.246 1.289 -0.802
C -0.612 -1.132 -0.156
C 0.239 -1.085 -1.456
C 1.492 -0.151 -1.416
O 1.966 -0.475 -0.164
H -1.646 -0.166 2.250
H -2.251 1.436 1.588
H -1.440 1.271 -1.725
H -1.629 2.092 -0.331
H 0.078 -1.435 0.630
H -1.367 -1.866 -0.219
H 0.662 -2.092 -1.657
H -0.390 -0.794 -2.292
H 1.148 0.843 -1.550
H 2.379 -0.397 -2.027
H 1.687 0.183 0.538
O 1.498 0.805 2.138
H 0.559 0.792 2.398
H 1.869 0.177 2.743
*
```

* structure (SMILES): C=C(N)CCCO.O
* LUMO: 0.7 eV
* gap between HOMO and LUMO: 9.225 eV
* M: 119.16 g mol⁻¹

<2>
Formula: C5H13NO2
Source: the Open Molecules 2025 dataset
Level of theory: the ωB97M-V functional and the def2-TZVPD basis

Geometry as ORCA input:
```
! RIJCOSX wB97M-V def2-TZVPD def2/J DEFGRID3
* xyz 0 1
C 0.866 0.031 -0.882
C -0.334 0.392 -0.132
C 2.236 0.097 -0.255
C -0.269 1.527 0.875
C -1.665 0.244 -0.832
N -1.370 -1.636 1.393
O -0.130 -1.064 0.957
O 0.696 -0.981 -1.799
H 1.239 -1.742 -1.547
H 0.526 1.178 -1.383
H -1.355 -2.594 1.035
H -1.277 -1.732 2.405
H 2.423 1.063 0.213
H 2.299 -0.681 0.509
H 3.009 -0.109 -1.002
H 0.676 1.569 1.417
H -1.061 1.369 1.609
H -0.418 2.492 0.381
H -2.355 -0.240 -0.125
H -2.064 1.217 -1.124
H -1.672 -0.400 -1.713
*
```

* LUMO: 0.9 eV
* gap between HOMO and LUMO: 9.169 eV
* M: 119.16 g mol⁻¹

<3>
Formula: C5H13NO2
Source: the Open Molecules 2025 dataset
Level of theory: the ωB97M-V functional and the def2-TZVPD basis

Geometry as ORCA input:
```
! RIJCOSX wB97M-V def2-TZVPD def2/J DEFGRID3
* xyz 0 1
C -0.361 2.133 1.004
C 1.027 1.499 1.144
C 1.212 0.147 0.391
N -0.005 -0.332 -0.233
C -0.230 -1.591 -0.660
C 0.751 -2.670 -0.300
O -1.233 -1.839 -1.327
H -1.112 1.526 1.497
H -0.352 3.052 1.587
H -0.585 2.365 -0.032
H 1.776 2.189 0.778
H 1.235 1.280 2.194
H 2.000 0.272 -0.350
H 1.573 -0.606 1.092
H -0.692 0.331 -0.565
H 1.043 -2.600 0.740
H 1.646 -2.604 -0.931
H 0.288 -3.634 -0.500
O -2.603 0.564 -1.513
H -2.876 0.918 -2.365
H -2.501 -0.399 -1.653
*
```

* structure (SMILES): CCCNC(C)=O.O
* LUMO: 0.9 eV
* gap between HOMO and LUMO: 10.290 eV
* M: 119.16 g mol⁻¹

<4>
Formula: C5H13NO2
Source: the Open Molecules 2025 dataset
Level of theory: the ωB97M-V functional and the def2-TZVPD basis

Geometry as ORCA input:
```
! RIJCOSX wB97M-V def2-TZVPD def2/J DEFGRID3
* xyz 0 1
C -0.565 1.365 -1.084
C 0.493 0.754 -0.157
N 0.757 1.405 1.084
C 0.138 -0.710 0.028
C 1.488 -1.306 0.592
C 2.100 -2.051 -0.593
O 1.974 -3.281 -0.764
H -1.542 0.681 -1.131
H -0.241 1.236 -2.164
H -0.714 2.433 -0.984
H 1.522 0.786 -0.773
H 0.081 1.305 1.760
H 1.085 2.320 1.030
H -0.717 -0.854 0.652
H -0.021 -1.005 -1.034
H 2.038 -0.478 1.048
H 1.373 -2.082 1.388
H 2.517 -1.431 -1.328
O -3.944 0.509 0.971
H -4.113 0.653 0.083
H -3.710 -0.250 1.377
*
```

* structure (SMILES): C[C@@H](N)CCC=O.O
* LUMO: 0.7 eV
* gap between HOMO and LUMO: 10.145 eV
* M: 119.16 g mol⁻¹

Quick one: most stable of them? <3>

<1>
Formula: C5H13NO2
Source: the Open Molecules 2025 dataset
Level of theory: the ωB97M-V functional and the def2-TZVPD basis

Geometry as ORCA input:
```
! RIJCOSX wB97M-V def2-TZVPD def2/J DEFGRID3
* xyz 0 1
C -1.645 0.742 2.076
C -0.483 0.268 1.074
N -1.138 -0.508 -0.003
C -0.613 -1.515 -0.896
O -1.535 -2.133 -1.472
C 0.806 -1.832 -1.027
C 1.737 -0.748 -1.267
H -1.233 1.420 2.835
H -1.936 -0.318 2.522
H -2.476 1.222 1.571
H 0.360 -0.298 1.636
H -0.003 1.191 0.622
H -2.151 -0.514 -0.221
H 1.091 -2.651 -1.665
H 1.084 -2.228 0.002
H 2.749 -1.106 -0.637
H 2.012 -0.495 -2.299
H 1.432 0.160 -0.763
O 0.736 2.866 -0.382
H 1.331 3.091 -1.113
H -0.125 3.386 -0.593
*
```

* structure (SMILES): CCNC(=O)CC.O
* LUMO: 0.5 eV
* gap between HOMO and LUMO: 9.346 eV
* M: 119.16 g mol⁻¹

<2>
Formula: C5H13NO2
Source: the Open Molecules 2025 dataset
Level of theory: the ωB97M-V functional and the def2-TZVPD basis

Geometry as ORCA input:
```
! RIJCOSX wB97M-V def2-TZVPD def2/J DEFGRID3
* xyz 0 1
C -0.851 -1.291 -1.047
C -1.109 0.085 -0.493
N 0.008 0.768 0.157
C 0.379 0.244 1.372
O 1.189 0.798 2.086
C 0.945 1.652 -0.506
C 2.103 0.841 -1.113
H 0.095 -1.387 -1.580
H -0.648 -2.043 -0.261
H -1.643 -1.799 -1.594
H -1.899 0.197 0.260
H -1.633 0.681 -1.250
H -0.104 -0.687 1.645
H 1.443 2.328 0.181
H 0.422 2.205 -1.285
H 1.798 0.093 -1.823
H 2.648 0.384 -0.280
H 2.932 1.410 -1.518
O -2.339 -1.324 2.351
H -1.844 -1.528 1.556
H -1.892 -1.627 3.142
*
```

* structure (SMILES): CCN(C=O)CC.O
* LUMO: 0.8 eV
* gap between HOMO and LUMO: 10.065 eV
* M: 119.16 g mol⁻¹

Quick one: most stable of them? <2>

<1>
Formula: C5H13NO2
Source: the Open Molecules 2025 dataset
Level of theory: the ωB97M-V functional and the def2-TZVPD basis

Geometry as ORCA input:
```
! RIJCOSX wB97M-V def2-TZVPD def2/J DEFGRID3
* xyz 0 1
C 1.954 -1.620 1.322
C 1.022 -0.726 0.474
C 0.860 0.684 1.137
N 0.392 1.681 0.198
C -0.980 1.557 -0.350
C -0.824 0.889 -1.688
O -1.728 0.486 -2.379
H 2.029 -2.624 0.868
H 1.542 -1.665 2.325
H 2.885 -1.060 1.400
H 0.054 -1.172 0.313
H 1.420 -0.440 -0.521
H 1.782 0.928 1.626
H 0.159 0.491 1.967
H 0.501 2.611 0.628
H -1.472 2.498 -0.573
H -1.512 0.857 0.323
H 0.222 0.594 -1.833
O -2.884 -1.450 -1.380
H -2.111 -1.712 -1.886
H -3.310 -0.808 -1.972
*
```

* structure (SMILES): CCCNCC=O.O
* LUMO: 0.9 eV
* gap between HOMO and LUMO: 10.173 eV
* M: 119.16 g mol⁻¹

<2>
Formula: C5H13NO2
Source: the Open Molecules 2025 dataset
Level of theory: the ωB97M-V functional and the def2-TZVPD basis

Geometry as ORCA input:
```
! RIJCOSX wB97M-V def2-TZVPD def2/J DEFGRID3
* xyz 0 1
C 0.558 0.095 1.728
C 0.700 0.158 0.209
C 0.821 1.549 -0.324
O 2.102 2.097 0.325
C -0.672 -0.458 -0.567
C -0.535 -1.984 -0.581
N -0.884 -0.027 -1.924
O -1.834 -0.087 0.145
H 1.508 0.333 2.215
H -0.187 0.812 2.090
H 0.261 -0.903 2.065
H 1.562 -0.438 -0.110
H -0.005 2.209 -0.054
H 1.043 1.583 -1.391
H 1.857 2.461 1.191
H -0.401 -2.388 0.426
H -1.439 -2.457 -0.984
H 0.317 -2.299 -1.194
H -1.250 0.923 -1.896
H -1.650 -0.567 -2.326
H -1.872 -0.616 0.957
*
```

* structure (SMILES): C[C@H](CO)[C@](C)(N)O
* LUMO: 0.8 eV
* gap between HOMO and LUMO: 10.396 eV
* M: 119.16 g mol⁻¹

Quick one: most stable of them? <2>